# 1
Computed, not measured: C49H58FIrN6OS2Sb as an isolated structure, with ωB97M-V/def2-TZVPD.

Positions of all 119 atoms, in Å:
Ir1 -0.7917 0.7949 0.7980
C1 3.4325 0.8760 3.4804
N1 2.2230 1.5327 3.9518
C2 1.8676 1.6917 5.2717
C3 0.6451 2.2503 5.2902
N2 0.2579 2.4416 3.9693
C4 1.2383 1.9675 3.1543
S1 1.3198 1.9490 1.4425
C5 -0.9919 3.0120 3.5980
C6 -1.6077 3.8706 4.5039
C7 -2.8240 4.4229 4.1621
C8 -3.3753 4.1130 2.9275
C9 -2.6780 3.2623 2.0982
N3 -1.5011 2.7051 2.4129
H1 4.1079 0.7680 4.3240
H2 3.9020 1.4770 2.7060
H3 3.1786 -0.1000 3.0721
H4 2.5066 1.3825 6.0768
H5 0.0182 2.5027 6.1215
H6 -1.1335 4.1318 5.4356
H7 -3.3252 5.0947 4.8441
H8 -4.3181 4.5303 2.6085
H9 -3.0746 2.9957 1.1336
F1 -3.0133 -4.1250 -2.3231
C10 -2.4443 -3.1029 -1.6599
C11 -2.0941 -3.2811 -0.3333
C12 -1.5071 -2.2221 0.3419
C13 -1.2402 -0.9922 -0.2745
C14 -1.6127 -0.8760 -1.6207
C15 -2.2146 -1.9156 -2.3188
H10 -2.2821 -4.2323 0.1451
H11 -1.2359 -2.3682 1.3785
H12 -1.4306 0.0500 -2.1427
H13 -2.4875 -1.8166 -3.3605
C16 -5.9352 -1.3643 1.0263
C17 -5.4810 -0.0633 0.3567
C18 -5.3436 -0.2566 -1.1599
C19 -6.4315 1.0946 0.6790
C20 -4.1422 0.2680 0.8800
N4 -3.0941 0.4813 1.3060
H14 -6.9061 -1.6436 0.6195
H15 -6.0403 -1.2389 2.1041
H16 -5.2319 -2.1725 0.8294
H17 -6.3306 -0.4553 -1.5742
H18 -4.6893 -1.0962 -1.3888
H19 -4.9420 0.6358 -1.6390
H20 -7.3955 0.8938 0.2142
H21 -6.0559 2.0386 0.2856
H22 -6.5827 1.1967 1.7531
C21 -1.0044 4.0463 -0.8009
C22 -0.5164 2.9238 -1.7040
C23 -1.5637 2.6235 -2.7723
C24 0.7919 3.3469 -2.3563
O1 -0.2697 1.7259 -0.9583
H23 -0.9377 5.0023 -1.3197
H24 -0.3999 4.1011 0.1034
H25 -2.0463 3.8952 -0.5356
H26 -1.8234 3.5328 -3.3131
H27 -2.4700 2.2247 -2.3127
H28 -1.1964 1.8935 -3.4958
H29 0.6396 4.1845 -3.0356
H30 1.1933 2.5188 -2.9404
H31 1.5263 3.6382 -1.6035
C25 4.6619 -1.8343 -3.2671
C26 4.7728 -0.3554 -3.5214
C27 5.8505 0.1174 -4.2668
C28 6.0094 1.4622 -4.5612
C29 5.0812 2.3827 -4.1067
C30 4.0001 1.9407 -3.3585
C31 3.8436 0.5897 -3.0695
Sb1 2.2042 -0.0546 -1.8646
C32 1.3757 -1.5950 -3.0428
C33 1.2159 -2.8816 -2.5349
C34 0.7558 -3.9016 -3.3481
C35 0.4234 -3.6261 -4.6653
C36 0.5516 -2.3393 -5.1576
C37 1.0208 -1.2921 -4.3656
C38 1.1299 0.0725 -4.9869
C39 3.4182 -0.6564 -0.2034
C40 4.5659 0.1378 -0.1051
C41 5.5493 -0.1544 0.8248
C42 5.3851 -1.2396 1.6713
C43 4.2207 -1.9846 1.6145
C44 3.2033 -1.6993 0.7027
C45 1.9602 -2.5321 0.7631
H32 5.5545 -2.3418 -3.6244
H33 3.8040 -2.2662 -3.7853
H34 4.5566 -2.0608 -2.2036
H35 6.5818 -0.5956 -4.6247
H36 6.8604 1.7870 -5.1431
H37 5.1931 3.4343 -4.3271
H38 3.2902 2.6691 -2.9934
H39 1.4536 -3.1017 -1.5074
H40 0.6469 -4.9010 -2.9516
H41 0.0501 -4.4118 -5.3080
H42 0.2787 -2.1299 -6.1837
H43 0.3949 0.1801 -5.7836
H44 2.1191 0.2342 -5.4184
H45 0.9505 0.8771 -4.2733
H46 4.7174 0.9759 -0.7712
H47 6.4410 0.4549 0.8748
H48 6.1562 -1.4961 2.3848
H49 4.0845 -2.8150 2.2966
H50 1.6980 -2.7282 1.8014
H51 2.1167 -3.4985 0.2788
H52 1.1049 -2.0330 0.3102
C46 -0.4125 -3.7569 4.0678
N5 -1.5494 -2.8540 4.1323
C47 -2.8288 -3.2130 4.5226
C48 -3.6095 -2.1220 4.3963
N6 -2.7932 -1.1104 3.9312
C49 -1.5311 -1.5542 3.7616
S2 -0.1977 -0.6610 3.2001
H53 -0.4903 -4.4793 4.8764
H54 0.4966 -3.1739 4.1831
H55 -0.3953 -4.2768 3.1097
H56 -3.0586 -4.2032 4.8677
H57 -4.6507 -1.9773 4.6088
H58 -3.0672 -0.1732 3.6811

Its total energy is -96490.7545 eV. The expectation value of S² is 8.77. The calculation puts the energy above the lowest of the compared OMol25 structures with the same formula, charge and spin at 2.6 kcal/mol. The gap between HOMO and LUMO (spin up / spin down) comes out at 6.9 / 5.7 eV. The calculation puts the LUMO energy (spin up / spin down) at -4.244 / -6.899 eV. Its spin multiplicity is 6. Its net charge is +2.

=====

# 2
Computed, not measured: C49H59AsCl2CsN4O4P as an isolated structure in a non-equilibrium geometry, with ωB97M-V/def2-TZVPD.

Positions of all 121 atoms, in Å:
Cs1 -0.0731 -0.1742 -0.7401
N1 3.9477 0.0003 0.7967
C1 4.6018 -1.2890 0.9958
C2 3.5610 -2.3932 0.8367
C3 2.8665 -2.7266 2.1553
C4 1.5436 -3.4483 1.9354
N2 0.6017 -2.4873 1.3797
H1 4.5321 0.7834 1.0614
H2 3.0936 0.0701 1.3438
H3 5.0787 -1.3870 1.9854
H4 5.3947 -1.3906 0.2490
H5 3.9964 -3.2998 0.4078
H6 2.8113 -2.0360 0.1269
H7 2.6411 -1.8019 2.6993
H8 3.5383 -3.3112 2.7928
H9 1.1991 -3.9030 2.8767
H10 1.6791 -4.2626 1.2147
H11 0.4622 -1.7234 2.0378
H12 -0.3064 -2.9118 1.2346
O1 0.6025 0.5083 3.4050
C5 0.6962 1.4054 2.5361
O2 0.6059 1.2262 1.2964
C6 0.9069 2.8389 3.0162
C7 1.3391 2.9895 4.3322
C8 1.5847 4.2382 4.8721
C9 1.3719 5.3615 4.0883
C10 0.9159 5.2193 2.7881
C11 0.6729 3.9694 2.2117
P1 0.1261 3.7333 0.4117
C12 1.9234 3.8016 -0.1320
C13 2.5772 5.0275 -0.1832
C14 3.8902 5.1376 -0.6262
C15 4.5868 4.0056 -1.0078
C16 3.9652 2.7658 -0.9217
C17 2.6519 2.6572 -0.4993
C18 -0.5368 5.4116 0.1008
C19 -1.5004 5.8994 0.9901
C20 -2.1723 7.0843 0.7432
C21 -1.9052 7.8102 -0.4114
C22 -0.9707 7.3287 -1.3134
C23 -0.2958 6.1402 -1.0626
H13 1.4735 2.0871 4.9142
H14 1.9324 4.3343 5.8945
H15 1.5643 6.3525 4.4852
H16 0.7481 6.1139 2.2026
H17 2.0573 5.9246 0.1288
H18 4.3615 6.1133 -0.6694
H19 5.6088 4.0809 -1.3610
H20 4.4964 1.8596 -1.1850
H21 2.2208 1.6705 -0.4288
H22 -1.7309 5.3347 1.8864
H23 -2.9136 7.4369 1.4510
H24 -2.4285 8.7388 -0.6086
H25 -0.7621 7.8752 -2.2261
H26 0.4203 5.7607 -1.7780
O3 -1.8641 -0.9654 3.0854
H27 -2.4046 -0.3304 2.5998
H28 -1.0096 -0.5086 3.2183
O4 -2.5043 1.7007 1.4388
H29 -1.5659 1.5485 1.6247
H30 -2.4402 2.3349 0.7122
Cl1 3.3338 0.9706 -5.5385
C24 2.2341 0.7162 -4.1533
Cl2 2.9913 -0.2674 -2.9038
H31 1.3639 0.1756 -4.5118
H32 1.9660 1.6767 -3.7299
N3 -0.1142 2.0875 -2.5867
C25 -0.1053 3.0914 -1.9903
C26 -3.9142 -2.3167 -8.7008
C27 -2.9822 -2.4388 -7.5250
C28 -2.3948 -3.6483 -7.1950
C29 -1.5396 -3.7849 -6.1016
C30 -1.0315 -5.1744 -5.8118
C31 -1.2358 -2.6657 -5.3102
As1 0.1266 -2.5047 -3.8532
N4 -0.7714 -2.3814 -2.2969
C32 -1.9590 -2.9020 -1.9154
C33 -2.4704 -2.5583 -0.6110
C34 -3.6552 -3.0701 -0.1299
C35 -4.4344 -3.9423 -0.8914
C36 -3.9738 -4.2813 -2.1540
C37 -2.7807 -3.7869 -2.6552
C38 1.1380 -4.2197 -3.9110
C39 1.1927 -5.1894 -2.9004
C40 0.3179 -5.1700 -1.6784
C41 2.0969 -6.2481 -3.0228
C42 2.9575 -6.3741 -4.0992
C43 3.9046 -7.5385 -4.2139
C44 2.9207 -5.3861 -5.0736
C45 2.0429 -4.3140 -4.9862
C46 2.0837 -3.2715 -6.0727
C47 -1.8771 -1.4445 -5.6038
C48 -1.7621 -0.2153 -4.7347
C49 -2.7215 -1.3527 -6.7050
H33 -3.9050 -3.2251 -9.3045
H34 -3.6343 -1.4799 -9.3443
H35 -4.9425 -2.1435 -8.3742
H36 -2.6170 -4.5263 -7.7955
H37 -1.6995 -5.9079 -6.2675
H38 -0.9809 -5.3731 -4.7430
H39 -0.0272 -5.3427 -6.2074
H40 -1.9155 -1.8808 0.0346
H41 -3.9731 -2.7809 0.8665
H42 -5.3659 -4.3401 -0.5082
H43 -4.5538 -4.9589 -2.7747
H44 -2.4665 -4.0865 -3.6452
H45 0.4012 -4.2251 -1.1413
H46 0.5909 -5.9923 -1.0144
H47 -0.7379 -5.2732 -1.9371
H48 2.1213 -6.9963 -2.2357
H49 3.8851 -8.1492 -3.3107
H50 4.9315 -7.2011 -4.3706
H51 3.6425 -8.1822 -5.0576
H52 3.5976 -5.4434 -5.9220
H53 2.8102 -3.5492 -6.8377
H54 2.3664 -2.2953 -5.6703
H55 1.1128 -3.1411 -6.5569
H56 -0.9614 -0.2650 -4.0013
H57 -2.6827 -0.0927 -4.1587
H58 -1.6205 0.6856 -5.3331
H59 -3.1957 -0.3978 -6.9157

Its total energy is -161644.5880 eV. The calculation puts the energy above the lowest of the compared OMol25 structures with the same formula, charge and spin at 21.2 kcal/mol. The gap between HOMO and LUMO comes out at 5.7 eV. The calculation puts the LUMO energy at 3.682 eV. Its spin multiplicity is 1. Its net charge is -2.

=====

# 3
Computed, not measured: C49H59ClGeO5SeTi as an isolated structure, with ωB97M-V/def2-TZVPD.

Positions of all 117 atoms, in Å:
Ti1 0.4736 0.8447 -1.2202
C1 -1.3231 7.3299 3.1341
C2 -0.4326 7.3143 1.8833
C3 1.0221 7.6048 2.2815
C4 -0.9079 8.4105 0.9303
C5 -0.4982 5.9313 1.2417
C6 -0.0998 4.8114 1.9750
C7 -0.1126 3.5707 1.3747
Se1 0.4583 2.1382 2.5147
C8 2.1395 1.5235 1.7953
C9 3.2999 2.1261 2.2353
C10 4.5334 1.6334 1.8114
C11 4.5328 0.5213 0.9761
C12 3.3841 -0.1322 0.5169
C13 2.1783 0.4161 0.9462
O1 0.9391 -0.1200 0.5029
C14 3.4875 -1.3711 -0.3907
C15 2.7865 -2.5809 0.2435
C16 4.9501 -1.7630 -0.6343
C17 2.8871 -1.0879 -1.7708
C18 5.8168 2.3165 2.2759
C19 7.0657 1.5949 1.7693
C20 5.8204 3.7541 1.7355
C21 5.8518 2.3365 3.8110
C22 -0.5389 3.3877 0.0547
O2 -0.4282 2.1196 -0.4456
C23 -1.0217 4.4599 -0.6819
C24 -0.9480 5.7127 -0.0500
C25 -1.5732 4.3971 -2.1141
C26 -2.8470 5.2561 -2.2163
C27 -0.5001 4.9592 -3.0577
C28 -1.9690 2.9891 -2.5778
H1 -1.2827 8.3136 3.6025
H2 -2.3629 7.1190 2.8787
H3 -0.9986 6.6005 3.8783
H4 1.0898 8.5927 2.7380
H5 1.3981 6.8818 3.0080
H6 1.6787 7.5883 1.4096
H7 -0.8363 9.3756 1.4312
H8 -0.2921 8.4639 0.0301
H9 -1.9505 8.2727 0.6370
H10 0.2234 4.9142 3.0034
H11 3.2470 2.9721 2.9082
H12 5.4872 0.1326 0.6634
H13 3.2386 -2.8294 1.2048
H14 1.7173 -2.4250 0.3839
H15 2.9111 -3.4488 -0.4051
H16 5.4644 -2.0112 0.2948
H17 4.9741 -2.6500 -1.2670
H18 5.5082 -0.9769 -1.1461
H19 1.7994 -0.9234 -1.7584
H20 3.3779 -0.2393 -2.2446
H21 3.0034 -1.9607 -2.4144
H22 7.1148 1.5750 0.6784
H23 7.9510 2.1234 2.1219
H24 7.1247 0.5711 2.1454
H25 5.7712 3.7621 0.6447
H26 4.9795 4.3343 2.1213
H27 6.7379 4.2591 2.0395
H28 5.8371 1.3242 4.2184
H29 6.7677 2.8224 4.1485
H30 5.0140 2.8904 4.2376
H31 -1.2660 6.5696 -0.6218
H32 -2.6753 6.3108 -2.0137
H33 -3.2393 5.1885 -3.2310
H34 -3.6180 4.8967 -1.5321
H35 -0.2814 6.0046 -2.8351
H36 0.4383 4.4046 -2.9673
H37 -0.8423 4.8999 -4.0922
H38 -2.5879 2.4686 -1.8448
H39 -2.5504 3.0794 -3.4954
H40 -1.1112 2.3652 -2.8290
Ge1 -0.4279 -0.0490 1.8309
C29 0.0720 -1.1658 3.2886
C30 1.3401 -1.7166 3.4654
C31 1.5966 -2.4966 4.5811
C32 0.5976 -2.7147 5.5215
C33 -0.6634 -2.1581 5.3537
C34 -0.9326 -1.3844 4.2362
C35 -2.1874 -0.1001 1.1174
C36 -2.9777 1.0399 0.9709
C37 -4.2794 0.9116 0.5168
C38 -4.7846 -0.3442 0.2009
C39 -4.0011 -1.4799 0.3531
C40 -2.7029 -1.3645 0.8242
H41 -0.6036 -0.3878 -1.5414
H42 2.1243 -1.5376 2.7434
H43 2.5759 -2.9345 4.7196
H44 0.8031 -3.3241 6.3913
H45 -1.4377 -2.3333 6.0879
H46 -1.9270 -0.9715 4.1022
H47 -2.5922 2.0240 1.2094
H48 -4.9031 1.7892 0.4115
H49 -5.8007 -0.4385 -0.1581
H50 -4.4027 -2.4549 0.1138
H51 -2.1025 -2.2575 0.9588
C41 4.5770 5.7036 -2.6431
C42 5.2096 4.3445 -2.7202
C43 6.5112 4.1216 -2.3013
C44 7.0812 2.8570 -2.3830
Cl1 8.7187 2.6239 -1.8672
C45 6.3597 1.7928 -2.8828
C46 5.0525 1.9983 -3.3125
C47 4.4933 3.2617 -3.2354
O3 3.2148 3.5727 -3.6614
C48 2.4047 2.5472 -4.1316
C49 1.7648 1.8014 -2.9970
O4 0.7928 0.9838 -3.1933
O5 2.1255 1.9595 -1.7941
H52 5.2741 6.4276 -2.2264
H53 3.6813 5.6815 -2.0189
H54 4.2699 6.0484 -3.6310
H55 7.0978 4.9446 -1.9137
H56 6.8160 0.8155 -2.9618
H57 4.5097 1.1565 -3.7207
H58 2.9121 1.8265 -4.7824
H59 1.6053 2.9841 -4.7332

Its total energy is -219497.4922 eV. The calculation puts the energy above the lowest of the compared OMol25 structures with the same formula, charge and spin at 13.6 kcal/mol. The gap between HOMO and LUMO comes out at 6.1 eV. The calculation puts the LUMO energy at -6.456 eV. Its spin multiplicity is 1. Its net charge is +2.

=====

# 4
Computed, not measured: C49H59GeN2OP2Pd as an isolated structure, with ωB97M-V/def2-TZVPD.

Positions of all 115 atoms, in Å:
Pd1 0.6394 0.1564 -0.4597
C1 2.3960 0.2738 -2.9948
N1 2.7111 0.5671 -1.5849
C2 3.6468 -0.4664 -1.0854
C3 3.4019 1.8666 -1.4527
C4 2.9378 3.0391 -2.3080
N2 1.5533 3.4693 -2.2189
C5 0.8353 3.3232 -0.9823
C6 1.0768 4.3988 -3.2154
H1 3.2683 0.4336 -3.6386
H2 1.5736 0.8988 -3.3452
H3 2.0969 -0.7703 -3.0834
H4 4.5170 -0.5355 -1.7452
H5 3.1372 -1.4294 -1.0567
H6 3.9764 -0.2099 -0.0804
H7 4.4502 1.7337 -1.7516
H8 3.4065 2.1468 -0.3980
H9 3.1593 2.8946 -3.3663
H10 3.5138 3.9245 -1.9946
H11 1.4346 3.7725 -0.1801
H12 0.7741 2.2414 -0.7648
H13 -0.1528 3.7643 -1.0502
H14 1.5469 5.3672 -2.9906
H15 -0.0025 4.4856 -3.1518
H16 1.3973 4.0802 -4.2054
C7 -4.3892 -1.5959 3.7125
C8 -3.6945 -0.2721 3.3618
C9 -4.3108 0.8763 4.1744
C10 -3.8674 0.0072 1.8757
C11 -5.1362 0.1113 1.3109
C12 -5.3375 0.3235 -0.0471
C13 -4.2484 0.4204 -0.8924
C14 -2.9589 0.3422 -0.3584
P1 -1.5701 0.2179 -1.4810
C15 -1.7075 1.5412 -2.6966
C16 -1.1093 1.3949 -3.9550
C17 -1.3273 2.3391 -4.9457
C18 -2.1234 3.4506 -4.6850
C19 -2.6745 3.6308 -3.4230
C20 -2.4671 2.6819 -2.4287
C21 -1.8024 -1.3406 -2.3363
C22 -2.5176 -1.3694 -3.5025
C23 -2.9098 -2.5782 -4.1070
C24 -2.6217 -3.7978 -3.4597
C25 -1.9357 -3.8220 -2.2928
C26 -1.3708 -2.6029 -1.6197
C27 -2.7983 0.1570 1.0076
O1 -1.4869 0.1031 1.4253
C28 -1.2195 -0.1513 2.7542
C29 0.1346 -0.1420 3.0703
C30 0.5269 -0.4397 4.3775
C31 -0.4411 -0.7034 5.3325
C32 -1.7823 -0.6515 4.9869
C33 -2.2121 -0.3695 3.6899
P2 1.3536 0.4331 1.8885
C34 1.4678 2.2265 2.0769
C35 2.6508 2.9318 1.8371
C36 2.6730 4.3171 1.9265
C37 1.5096 5.0134 2.2363
C38 0.3266 4.3213 2.4572
C39 0.3023 2.9355 2.3782
C40 2.8991 -0.3315 2.3757
C41 3.1233 -1.6404 1.9502
C42 4.2547 -2.3236 2.3597
C43 5.1705 -1.7039 3.2009
C44 4.9428 -0.4103 3.6526
C45 3.8090 0.2782 3.2461
H17 -5.4480 -1.5560 3.4630
H18 -4.3185 -1.7976 4.7803
H19 -3.9429 -2.4337 3.1764
H20 -5.3771 0.9634 3.9704
H21 -3.8390 1.8305 3.9370
H22 -4.1968 0.6967 5.2423
H23 -6.0004 0.0130 1.9542
H24 -6.3406 0.3854 -0.4429
H25 -4.3974 0.5387 -1.9577
H26 -0.5395 0.5037 -4.1868
H27 -0.9063 2.1919 -5.9309
H28 -2.3203 4.1702 -5.4675
H29 -3.2966 4.4917 -3.2199
H30 -2.9423 2.8099 -1.4639
H31 -2.8147 -0.4493 -3.9885
H32 -3.4538 -2.5626 -5.0391
H33 -2.9758 -4.7246 -3.8903
H34 -1.7888 -4.7702 -1.7961
H35 -1.7810 -2.5963 -0.5958
H36 1.5724 -0.4598 4.6484
H37 -0.1509 -0.9345 6.3468
H38 -2.5240 -0.8398 5.7517
H39 3.5683 2.4073 1.6065
H40 3.6023 4.8505 1.7795
H41 1.5311 6.0908 2.3231
H42 -0.5756 4.8591 2.7142
H43 -0.6240 2.4108 2.5750
H44 2.4098 -2.1322 1.2988
H45 4.4230 -3.3405 2.0300
H46 6.0579 -2.2358 3.5147
H47 5.6377 0.0596 4.3343
H48 3.6232 1.2624 3.6488
C46 0.9423 -5.5978 -2.3664
Ge1 0.8517 -4.4522 -0.8094
C47 2.6436 -4.3657 -0.0650
C48 -0.3303 -5.0836 0.5950
C49 0.1756 -2.6900 -1.4644
H49 0.7733 -6.6374 -2.0854
H50 1.9432 -5.5338 -2.7941
H51 0.2203 -5.3423 -3.1388
H52 3.0905 -5.3451 -0.2398
H53 2.6209 -4.2109 1.0139
H54 3.3051 -3.6301 -0.5240
H55 -0.1841 -6.1559 0.7267
H56 -1.3880 -4.9197 0.3992
H57 -0.0768 -4.6001 1.5395
H58 0.6271 -2.5072 -2.4460
H59 0.4943 -1.8654 -0.7863

Its total energy is -135345.0441 eV. The expectation value of S² is 6.05. The gap between HOMO and LUMO (spin up / spin down) comes out at 7.2 / 4.8 eV. The calculation puts the LUMO energy (spin up / spin down) at -6.862 / -10.729 eV. Its spin multiplicity is 5. Its net charge is +3.